No. 1
Molecular formula: C19H28ClErO2
Method: DFT, ωB97M-V with the def2-TZVPD basis set

```
51
Properties=species:S:1:pos:R:3:forces:R:3
O 0.6589 0.2430 -3.0216 0.1 1.3 -2.0
C 0.5707 1.5574 -3.7547 -0.3 0.2 0.4
C 0.4247 0.9227 -5.1134 0.1 -1.1 0.4
H 1.4602 2.1869 -3.6434 -0.1 -0.3 0.3
H -0.3203 2.1226 -3.4662 0.2 -0.1 0.2
C 0.5271 -0.3957 -4.3187 -0.2 -0.6 -1.3
H 1.2686 1.0460 -5.7935 -0.3 0.2 -0.1
H -0.5512 0.9923 -5.5887 0.2 0.5 -0.2
C 1.7495 -1.1649 -4.7649 -0.1 -0.3 0.1
H 2.6499 -0.5462 -4.6920 -0.1 -0.2 0.1
H 1.6052 -1.4381 -5.8229 0.1 0.0 0.4
H 1.8561 -2.0763 -4.1713 0.2 0.0 -0.1
C -0.7330 -1.2326 -4.4371 0.0 -0.4 0.0
H -1.6469 -0.7004 -4.1476 0.3 0.1 0.0
H -0.6588 -2.1428 -3.8342 0.0 0.1 0.0
H -0.8511 -1.5408 -5.4853 0.0 0.0 0.2
Er 0.2549 0.1986 3.0130 -0.5 -0.4 0.5
C -1.7358 -0.4108 4.5194 -0.5 0.6 -0.1
C -1.5940 1.0080 4.6198 -0.6 -0.4 -0.6
C -1.9283 1.5693 3.3412 -0.4 -0.5 0.3
H -1.3292 1.5643 5.5189 0.1 -0.2 -0.4
C -2.2939 0.4986 2.4719 -0.1 0.0 0.8
C -2.1486 -0.7254 3.1853 -0.4 0.4 0.3
H -2.3929 -1.7196 2.7984 0.2 0.5 0.2
H -1.6218 -1.1224 5.3424 0.1 0.3 -0.5
H -1.9777 2.6282 3.0997 0.1 -0.3 0.1
H -2.7413 0.6005 1.4869 0.3 0.0 0.3
C 1.1782 -1.6240 4.5674 0.5 -0.2 -0.6
C 0.4016 -2.3355 3.6017 0.8 -0.2 -0.1
C 1.0133 -2.1726 2.3272 0.5 -0.1 0.6
H -0.4674 -2.9601 3.8095 0.3 0.4 -0.1
C 2.1898 -1.3689 2.4975 0.0 -0.5 0.8
C 2.2958 -1.0347 3.8877 -0.1 -0.9 -0.5
H 3.1068 -0.4760 4.3522 -0.4 -0.1 -0.2
H 0.9948 -1.5794 5.6414 0.0 0.0 -0.4
H 0.7144 -2.6674 1.4033 0.0 0.3 0.3
H 2.9085 -1.1173 1.7153 -0.3 0.0 0.3
O 0.3634 0.4309 0.7762 -0.6 0.2 -0.9
C -0.5294 -0.2876 -0.1717 0.4 -0.2 0.5
C -1.3161 0.7970 -0.8765 0.5 0.6 0.7
H -1.1295 -1.0149 0.3848 0.2 0.3 0.1
H 0.1367 -0.8293 -0.8540 -0.3 0.2 0.0
C -0.2055 1.8537 -0.9774 1.0 -0.1 -0.6
H -2.1190 1.2182 -0.2469 0.2 -0.4 -0.3
H -1.7339 0.4321 -1.8131 0.2 0.2 -0.1
C 0.5182 1.8338 0.3482 -1.0 -0.2 0.7
H -0.5098 2.8261 -1.3507 -0.1 0.2 0.4
H 0.5871 1.4823 -1.6244 -0.6 0.2 0.0
H 0.0345 2.4872 1.0892 0.3 -0.2 0.1
H 1.5925 2.0317 0.3142 -0.3 0.1 -0.1
Cl 1.4740 2.1525 3.8574 0.5 0.8 0.1
```
Positions in Å, forces in eV/Å.

## Properties
Multiplicity   4
<S²>   3.7526
Kohn-Sham gap (alpha / beta)   7.98 / 8.03 eV
LUMO energy (alpha / beta)   0.34 / 0.34 eV

These are the Löwdin partial charges, in e, on atoms 1 to 6: -0.12 -0.14 -0.08 0.13 0.11 -0.59

=====

No. 2
Molecular formula: C45H61BrCsN5O3P
Method: DFT, ωB97M-V with the def2-TZVPD basis set

```
117
Properties=species:S:1:pos:R:3:forces:R:3
Cs -0.6865 -1.0265 0.2710 0.2 0.0 0.2
O 1.1838 -0.8075 2.9735 0.0 -0.1 -0.1
C 0.8337 -0.8411 4.3170 0.0 0.0 -0.1
C 1.3070 0.1887 5.1087 0.0 0.0 0.1
C 0.9348 0.2613 6.4419 0.0 0.0 0.0
C 0.0922 -0.7053 6.9674 0.0 0.0 0.0
C -0.3683 -1.7365 6.1654 0.0 0.0 0.0
C -0.0017 -1.8382 4.8227 0.0 0.0 0.0
C -0.4926 -2.9698 4.0174 0.0 0.0 0.1
N -0.7035 -3.0212 2.7186 0.0 0.1 0.1
C -1.2103 -4.2739 2.4654 0.0 0.0 0.0
C -1.2915 -4.9912 3.6192 0.0 0.0 0.0
N -0.8317 -4.1516 4.5999 0.0 0.0 0.0
H 1.9587 0.9288 4.6632 0.0 0.0 0.0
H 1.2974 1.0691 7.0625 0.0 0.0 0.0
H -0.2169 -0.6539 8.0024 0.0 0.0 0.0
H -1.0538 -2.4605 6.5876 0.0 0.0 0.0
H -1.4815 -4.5796 1.4679 0.0 0.0 0.0
H -1.6160 -5.9956 3.8233 0.0 0.0 0.0
H -0.7002 -4.3939 5.5668 0.0 0.0 0.0
C -4.5664 0.7873 2.5388 0.0 0.0 0.0
C -4.6874 0.7777 1.0187 0.0 0.0 0.0
C -5.8940 1.6071 0.5690 0.0 0.0 0.0
C -3.4358 1.2413 0.3029 0.0 0.0 -0.1
C -2.4501 1.9920 0.9117 0.1 0.0 0.0
C -1.3110 2.4156 0.2216 0.0 0.0 0.0
C -0.3674 3.3551 0.9378 0.0 0.0 0.0
C -0.8727 4.7963 0.8144 0.0 0.0 0.0
C -0.1498 2.9958 2.4072 0.0 0.0 0.0
C -1.1051 2.0538 -1.1216 0.0 0.0 0.0
C -2.1357 1.3269 -1.7761 0.0 0.0 0.0
C -3.2552 0.9401 -1.0409 0.1 0.0 0.0
C -2.1592 0.8496 -3.2291 0.0 0.0 0.0
C -2.1917 1.9331 -4.3105 0.0 0.0 0.0
C -1.0503 -0.1502 -3.5163 0.0 0.0 -0.1
C 0.0571 2.6621 -1.8922 -0.1 0.0 0.0
C -0.3389 3.7880 -2.6213 0.0 0.0 0.0
C 0.5139 4.4838 -3.4588 0.0 0.0 0.0
C 1.8169 4.0439 -3.6021 0.0 0.0 0.0
C 2.2472 2.9679 -2.8463 0.0 0.0 0.0
C 1.4235 2.2730 -1.9527 0.0 0.0 0.0
P 2.2361 1.0106 -0.8385 0.0 0.0 0.0
C 3.5960 1.9849 0.0822 0.0 0.0 0.0
C 4.4943 2.9421 -0.7049 0.0 0.0 0.0
C 2.9243 2.8211 1.1730 0.0 0.0 0.0
C 4.4683 0.9537 0.8147 0.0 0.0 0.0
C 3.1689 -0.2167 -1.9756 0.0 0.0 0.0
C 2.2189 -0.6342 -3.0945 0.0 0.0 0.0
C 3.4210 -1.4844 -1.1394 0.0 0.0 0.0
C 4.4935 0.1937 -2.6231 0.0 0.0 0.0
H -5.4556 0.3427 2.9864 0.0 0.0 0.0
H -4.4858 1.8062 2.9226 0.0 0.0 0.0
H -3.6962 0.2229 2.8802 0.0 0.0 0.0
H -4.8549 -0.2621 0.7103 0.0 0.0 0.0
H -5.7589 2.6511 0.8594 0.0 0.0 0.0
H -6.8108 1.2413 1.0339 0.0 0.0 0.0
H -6.0210 1.5772 -0.5137 0.0 0.0 0.0
H -2.5634 2.2731 1.9492 0.0 0.0 0.0
H 0.5864 3.2976 0.4244 0.0 0.0 0.0
H -1.8511 4.8996 1.2895 0.0 0.0 0.0
H -0.9692 5.0955 -0.2296 0.0 0.0 0.0
H -0.1826 5.4865 1.3035 0.0 0.0 0.0
H -1.0380 3.2004 3.0073 0.0 0.0 0.0
H 0.6575 3.6014 2.8219 0.0 0.0 0.0
H 0.1134 1.9426 2.5342 0.0 0.0 0.0
H -4.0204 0.3570 -1.5438 0.0 0.0 0.0
H -3.1066 0.3129 -3.3202 0.0 0.0 0.0
H -1.2070 2.3569 -4.4945 0.0 0.0 0.0
H -2.8756 2.7422 -4.0509 0.0 0.0 0.0
H -2.5393 1.4880 -5.2447 0.0 0.0 0.0
H -0.0848 0.3300 -3.3973 0.0 0.0 0.0
H -1.1180 -0.5069 -4.5470 0.0 0.0 0.0
H -1.1040 -1.0225 -2.8553 0.0 0.1 0.0
H -1.3695 4.1094 -2.5356 0.0 0.0 0.0
H 0.1541 5.3466 -4.0040 0.0 0.0 0.0
H 2.5029 4.5460 -4.2717 0.0 0.0 0.0
H 3.2791 2.6682 -2.9350 0.0 0.0 0.0
H 3.9300 3.7857 -1.1012 0.0 0.0 0.0
H 5.0346 2.4732 -1.5224 0.0 0.0 0.0
H 5.2393 3.3485 -0.0141 0.0 0.0 0.0
H 2.3946 3.6771 0.7567 0.0 0.0 0.0
H 3.6984 3.2169 1.8367 0.0 0.0 0.0
H 2.2369 2.2249 1.7721 0.0 0.0 0.0
H 5.1344 0.4104 0.1491 0.0 0.0 0.0
H 3.8598 0.2325 1.3659 0.0 0.0 0.0
H 5.0958 1.4832 1.5361 0.0 0.0 0.0
H 1.2976 -1.0562 -2.6918 0.0 0.0 0.0
H 2.6996 -1.4150 -3.6918 0.0 0.0 0.0
H 1.9741 0.1934 -3.7600 0.0 0.0 0.0
H 2.5053 -1.8406 -0.6684 -0.1 0.0 0.0
H 4.1629 -1.3490 -0.3570 0.0 0.0 0.0
H 3.7840 -2.2763 -1.8021 0.0 0.0 0.0
H 4.3907 1.0266 -3.3170 0.0 0.0 0.0
H 4.8589 -0.6573 -3.2062 0.0 0.0 0.0
H 5.2659 0.4357 -1.8979 0.0 0.0 0.0
C -3.3917 -4.2006 -2.4128 0.0 0.0 0.0
C -3.7004 -3.0492 -1.4929 -0.1 0.0 0.0
N -4.9914 -2.6580 -1.4280 0.0 0.0 0.0
O -2.8255 -2.4797 -0.8542 -0.2 -0.1 -0.1
H -4.2826 -4.7044 -2.7819 0.0 0.0 0.0
H -2.7595 -4.9116 -1.8841 0.0 0.0 0.0
H -2.8243 -3.8194 -3.2625 0.0 0.0 0.0
H -5.7224 -3.1496 -1.9090 0.0 0.0 0.0
H -5.2395 -1.9082 -0.8039 0.0 0.0 0.0
O 2.5822 -2.4581 3.3744 0.0 -0.1 0.1
N 2.1437 -1.8053 2.5297 0.1 0.1 -0.1
Br 3.4994 -5.6401 0.9883 0.0 0.0 0.0
C 2.3752 -5.0302 -0.3961 0.0 0.0 0.0
C 2.6215 -5.3619 -1.7159 0.0 0.0 0.0
C 1.7603 -4.8613 -2.6803 0.0 0.0 0.0
C 0.7055 -4.0560 -2.2820 0.0 0.0 0.0
N 0.4684 -3.7405 -1.0095 0.1 0.0 0.0
C 1.2911 -4.2254 -0.0832 0.0 0.0 0.0
H 3.4619 -5.9890 -1.9804 0.0 0.0 0.0
H 1.9099 -5.0892 -3.7266 0.0 0.0 0.0
H 0.0230 -3.6366 -3.0134 0.0 0.0 0.0
H 1.0893 -3.9556 0.9480 0.0 0.0 0.0
```
Positions in Å, forces in eV/Å.

## Properties
Kohn-Sham gap   8.28 eV
Net charge   +1
Relative energy (zero: lowest compared OMol25 entry of this formula, charge and spin)   18.33 kcal per mole
LUMO energy   -2.19 eV

These are the Löwdin partial charges, in e, on atoms 1 to 6: 0.99 -0.14 -0.25 0.01 -0.05 -0.06

=====

No. 3
Molecular formula: C5H14NS2
Method: DFT, ωB97M-V with the def2-TZVPD basis set

```
22
Properties=species:S:1:pos:R:3:forces:R:3
N 0.5219 4.0381 -0.4456 1.0 -1.0 0.7
C -0.0552 2.8330 -1.1370 -1.5 -0.4 0.2
C -0.9556 2.0907 -0.1639 1.2 0.0 1.2
S 0.1504 1.2725 1.1426 -1.5 1.1 0.1
S 0.8001 -0.4022 0.3307 1.0 -0.1 -1.3
C -0.1981 -1.8009 0.8067 0.1 -0.7 0.4
C 0.2654 -2.9561 -0.1357 -0.5 0.6 0.6
C 0.2415 -4.2954 0.6375 0.0 0.4 -1.9
H 1.3257 3.7445 0.1254 0.2 -0.3 -0.3
H 0.8841 4.7174 -1.1077 -0.4 0.6 0.1
H -0.0876 4.3744 0.3053 -0.4 0.7 -0.7
H -0.7335 3.1486 -1.9312 0.6 0.4 -0.3
H 0.7438 2.1808 -1.4752 0.1 0.2 -0.3
H -1.5412 2.8045 0.4295 -0.2 -0.1 -0.2
H -1.6473 1.4490 -0.7001 0.2 -0.4 0.2
H -1.2764 -1.6533 0.7824 0.1 0.2 -0.2
H 0.1002 -2.0170 1.8347 -0.2 -0.2 -0.1
H 1.2357 -2.6701 -0.5512 0.2 -0.5 0.2
H -0.3996 -2.9891 -0.9986 -0.1 0.0 0.0
H -0.5444 -4.2423 1.3748 0.3 -0.2 0.7
H -0.0768 -5.0630 -0.0681 0.1 -0.2 0.1
H 1.2467 -4.5639 0.9447 -0.2 0.0 0.7
```
Positions in Å, forces in eV/Å.

## Properties
SMILES   CCCSSCC[NH3+]
Kohn-Sham gap   8.71 eV
Net charge   +1
Relative energy (zero: lowest compared OMol25 entry of this formula, charge and spin)   23.99 kcal per mole
LUMO energy   -3.58 eV

These are the Löwdin partial charges, in e, on atoms 1 to 6: 0.18 -0.23 -0.47 0.48 0.51 -0.54

=====

No. 4
Molecular formula: C5H11NS2
Method: DFT, ωB97M-V with the def2-TZVPD basis set

```
19
Properties=species:S:1:pos:R:3:forces:R:3
C -2.1748 1.0325 -0.2242 -0.2 -0.6 -0.3
C -0.7161 0.3515 -0.5431 -1.1 3.7 -1.3
C -0.3863 0.4554 -2.1522 -0.8 2.0 0.4
C 1.2532 0.3944 1.6701 -0.6 1.4 0.1
C 1.0885 -1.1083 1.5351 0.9 -1.0 1.2
H -2.2149 2.1984 -0.1858 0.6 -2.1 -0.3
H -2.8135 0.6872 -1.0845 0.2 0.5 0.9
H -2.6763 0.7023 0.7552 1.0 0.2 -1.4
H -0.5530 -0.6887 -0.3294 -0.3 -0.2 0.6
H -0.4253 1.5250 -2.6837 0.5 -1.8 1.9
H -1.1980 -0.0012 -2.7833 0.9 -0.5 1.0
H 0.6169 0.0219 -2.2559 -0.5 0.0 -0.5
H 0.0691 -1.3822 1.7298 -1.0 0.1 -0.7
H 1.5579 -1.6480 2.4028 0.2 0.9 -0.6
H 1.9108 -2.6747 0.2111 -0.9 4.1 0.4
H 2.5370 -1.0072 0.3183 -0.3 -1.1 -1.0
N 1.6461 -1.5401 0.2287 1.4 -2.4 0.6
S 0.3968 1.4897 0.5436 0.2 -2.4 -0.5
S 2.0818 1.1921 2.8473 -0.2 -0.9 -0.5
```
Positions in Å, forces in eV/Å.

## Properties
SMILES   CC(C)SC(=S)CN
Kohn-Sham gap   8.38 eV
Relative energy (zero: lowest compared OMol25 entry of this formula, charge and spin)   52.92 kcal per mole
LUMO energy   -0.20 eV

These are the Löwdin partial charges, in e, on atoms 1 to 6: -0.17 -0.55 -0.13 -1.12 -0.40 0.08

=====

no.,electronic energy (Eh)
1,-2366.55627
2,-5186.19558
3,-1049.77349
4,-1048.15372